The following is a DFT calculation (wB97M-V/def2-TZVPD) of the molecule C6H8O3.

XYZ file:
```
17
C6H8O3 wB97M-V/def2-TZVPD
C 1.52 0.63 -0.72
C 1.02 -0.35 0.42
C -0.07 0.34 1.16
C -1.29 -0.29 0.46
C -2.63 0.08 0.50
C -0.80 -1.41 -0.32
H 2.72 0.56 -2.34
H 2.27 1.52 -0.29
H 0.50 1.28 -1.17
H 1.94 -0.63 0.81
H -0.10 0.08 2.08
H -0.03 1.29 1.32
H -3.41 -0.41 -0.04
H -3.03 1.07 0.93
O 2.36 -0.01 -1.61
O -1.52 -2.27 -0.88
O 0.54 -1.47 -0.31
```

Properties
Structure (SMILES) = C=C1C[C@H](CO)OC1=O
ΔE to the lowest compared entry with this formula, charge and spin = 73.17 kcal per mole
Energy = -459.03360 hartree
Charge = 0
Lowest unoccupied orbital energy = 0.11 eV
Highest occupied orbital energy = -9.96 eV
Orbital gap = 10.063 eV

=====

The following is a DFT calculation (wB97M-V/def2-TZVPD) of a structure of composition C12H32CrI2N8O3P2S.

XYZ file:
```
61
C12H32CrI2N8O3P2S wB97M-V/def2-TZVPD
Cr 0.11 0.45 0.14
C 0.54 1.90 -2.70
N -0.07 3.07 -2.08
C -1.24 3.64 -2.76
P 0.33 3.39 -0.54
O 0.95 2.13 0.10
O -1.06 3.70 0.21
P -2.13 2.58 0.71
O -1.62 1.26 0.11
N -3.62 2.83 0.17
C -4.46 3.88 0.76
C -4.22 2.17 -1.00
N -2.04 2.69 2.31
C -2.95 1.83 3.09
C -1.44 3.79 3.09
N 1.33 4.62 -0.34
C 2.20 4.77 0.83
C 1.22 5.82 -1.19
H 0.24 1.85 -3.74
H 0.19 0.96 -2.22
H 1.63 1.93 -2.66
H -0.96 3.96 -3.76
H -1.61 4.51 -2.21
H -2.04 2.90 -2.83
H -4.00 4.28 1.66
H -5.43 3.46 1.02
H -4.61 4.69 0.05
H -3.55 1.42 -1.40
H -4.44 2.91 -1.77
H -5.15 1.69 -0.70
H -3.27 0.98 2.50
H -3.83 2.39 3.42
H -2.42 1.47 3.97
H -0.92 4.48 2.44
H -0.74 3.38 3.81
H -2.23 4.33 3.62
H 2.17 3.87 1.44
H 1.88 5.63 1.43
H 3.22 4.94 0.49
H 0.65 5.61 -2.09
H 2.22 6.13 -1.49
H 0.75 6.63 -0.64
I -1.07 -1.74 -0.98
C -0.31 -3.59 -0.16
I 1.78 -3.81 -0.03
H -0.70 -4.34 -0.84
H -0.75 -3.67 0.82
C 5.22 -0.70 0.58
C 4.08 -0.62 1.52
N 4.14 -0.73 2.81
N 2.86 -0.61 3.26
C 2.00 -0.42 2.28
S 0.29 -0.22 2.24
N 2.76 -0.40 1.16
N 2.15 -0.32 -0.10
H 6.13 -0.83 1.15
H 5.31 0.20 -0.02
H 5.11 -1.56 -0.09
H 2.67 -0.67 4.25
H 2.18 -1.26 -0.51
H 2.69 0.32 -0.68
```

Properties
ΔE to the lowest compared entry with this formula, charge and spin = 3.66 kcal per mole
Energy = -3860.19269 hartree
Charge = +3
Lowest unoccupied orbital energy (alpha / beta) = -10.70 / -10.17 eV
Highest occupied orbital energy (alpha / beta) = -17.79 / -17.78 eV
⟨S²⟩ = 0.78
Spin multiplicity = 2
Orbital gap (alpha / beta) = 7.086 / 7.614 eV

=====

The following is a DFT calculation (wB97M-V/def2-TZVPD) of a structure of composition C5H11NO2.

XYZ file:
```
19
C5H11NO2 wB97M-V/def2-TZVPD
C -2.66 -0.67 -0.03
C -0.58 0.48 0.05
C 1.56 1.63 -0.09
C 1.42 -0.81 -0.53
C 1.73 -1.68 0.57
H -2.67 -2.09 0.25
H -3.07 -0.56 -0.93
H -2.93 0.10 0.74
H 2.11 1.52 1.22
H 2.14 2.12 -0.70
H 1.04 2.63 0.15
H 2.29 -0.58 -1.19
H 0.50 -1.39 -1.37
H 2.62 -0.82 1.33
H 0.79 -1.72 1.30
H 2.43 -2.72 -0.07
N 0.72 0.51 -0.27
O -1.17 -0.69 -0.15
O -1.22 1.47 0.32
```

Properties
ΔE to the lowest compared entry with this formula, charge and spin = 183.50 kcal per mole
Energy = -402.08571 hartree
Charge = 0
Lowest unoccupied orbital energy = 0.68 eV
Highest occupied orbital energy = -9.18 eV
Orbital gap = 9.862 eV